# 1
A cluster of 2 separate species, C5H13N2O in total at a distorted geometry, computed with ωB97M-V with the def2-TZVPD basis set.

Structure (XYZ):
```
21
Properties=species:S:1:pos:R:3:forces:R:3
N -5.232482 0.256032 -0.913013 0.150 0.032 0.066
C -1.552603 -0.032356 1.245744 0.138 0.348 -0.139
C -0.467897 0.818213 1.132259 1.358 1.073 -1.201
N 0.807692 0.302578 0.001854 -0.290 -1.217 0.672
C 0.829362 0.730945 -1.395506 -2.915 0.061 0.455
C 1.294767 -1.087192 0.232554 -0.944 2.708 -1.100
C 2.722579 -0.504474 0.399093 1.507 -3.597 0.916
O 3.541694 -0.728862 -0.440258 -0.130 0.875 -0.821
H -5.930016 -0.475012 -0.989034 -0.023 -0.001 -0.081
H -5.722650 1.102972 -0.652384 -0.079 0.054 -0.080
H -4.662525 0.013216 -0.113965 -0.063 -0.096 0.147
H -2.398387 0.158549 0.597320 -0.012 -0.568 -0.181
H -1.602203 -0.750227 2.056458 -0.160 -0.222 -0.229
H 0.231587 0.959077 1.935496 -0.265 -0.056 0.503
H -0.647042 1.709386 0.535678 -0.267 0.226 0.402
H 0.288625 1.674921 -1.425213 0.639 0.451 -0.125
H 1.835739 0.794854 -1.778261 0.420 -0.077 0.137
H 0.184944 0.093228 -2.005061 0.514 -0.387 -0.281
H 0.770116 -1.504341 1.072607 0.651 -0.245 0.603
H 1.154486 -1.686815 -0.658893 0.342 -0.315 -0.030
H 3.079542 -0.280214 1.404514 -0.569 0.954 0.367
```
Forces are in eV/Å.

For the energy above the lowest of the compared OMol25 structures with the same formula, charge and spin, the calculation gives 7.371 eV. As for the frontier orbital gap: 5.31 eV. The calculation puts the LUMO energy at -7.770 eV. The net charge is +1. The total energy is -10410.8249 eV. As for the max |F|: 0.078 hartree/bohr.

Partial charges, Mulliken, in e: -0.64 -0.08 -0.60 0.03 -0.80 -0.52 0.01 -0.36 0.24 0.24 0.19 0.19 0.31 0.32 0.34 0.33 0.32 0.37 0.38 0.34 0.39

# 2
The ion C5H13N2O with charge +1 at a distorted geometry, computed with ωB97M-V with the def2-TZVPD basis set.

Structure (XYZ):
```
21
Properties=species:S:1:pos:R:3:forces:R:3
N -0.043729 1.670086 -0.745765 -0.470 -0.366 -0.477
C -0.610123 0.837564 0.252001 3.103 0.782 -1.745
C -1.759507 0.903030 0.957591 0.058 -1.196 -0.946
N -2.898093 1.806486 0.614443 0.155 1.230 2.055
C 0.420349 -0.244576 0.433028 -0.266 -1.220 2.335
C 0.701485 -1.161260 -0.748908 1.457 -1.391 0.772
C 1.971246 -2.127310 -0.394722 -3.990 -1.654 -0.122
O 3.068971 -1.359769 -0.592641 4.196 -0.330 1.264
H 0.861673 1.454605 -1.230359 -1.420 -0.818 1.189
H 0.037154 2.632653 -0.600487 -0.822 1.805 0.439
H -2.049387 0.040396 1.599708 0.213 1.127 -0.505
H -2.937454 2.594514 1.358144 -0.679 -1.680 -1.383
H -2.922803 2.274743 -0.264527 1.394 0.742 -1.302
H -3.773285 1.301841 0.456421 -0.191 -0.288 1.284
H 1.370172 0.054547 0.906883 -0.244 1.009 -0.741
H 0.059348 -0.814970 1.287016 -0.310 -0.895 -0.159
H 1.077909 -0.656288 -1.653409 -0.699 -0.064 0.217
H -0.203279 -1.769035 -0.885895 0.407 0.100 -0.592
H 1.789825 -2.621065 0.630979 0.646 1.056 -1.058
H 1.894688 -2.992984 -1.115441 0.225 0.754 0.482
H 3.944846 -1.823217 -0.264055 -2.763 1.295 -1.008
```
Forces are in eV/Å.

For the energy above the lowest of the compared OMol25 structures with the same formula, charge and spin, the calculation gives 3.293 eV. As for the frontier orbital gap: 9.30 eV. The calculation puts the LUMO energy at -3.679 eV. The net charge is +1. The total energy is -10414.9033 eV. As for the max |F|: 0.085 hartree/bohr.

Partial charges, Mulliken, in e: -0.53 0.81 -0.79 -0.26 -1.12 -0.41 -0.49 -0.52 0.25 0.22 0.30 0.40 0.35 0.37 0.41 0.41 0.30 0.31 0.31 0.32 0.34

# 3
A cluster of 2 separate species, C5H13N2O in total at a distorted geometry, computed with ωB97M-V with the def2-TZVPD basis set.

Structure (XYZ):
```
21
Properties=species:S:1:pos:R:3:forces:R:3
O 1.159742 -1.648679 0.851734 -0.270 0.541 -0.367
C 2.179249 -1.280340 0.294423 -0.070 -0.560 -0.016
C 2.527920 0.150129 -0.057151 0.203 -0.488 0.420
N 3.940806 0.229258 -0.412539 -0.461 0.338 0.167
H 2.942908 -2.042424 0.068501 0.122 0.184 -0.026
H 1.865011 0.536212 -0.834441 -0.264 -0.080 0.031
H 2.299165 0.671624 0.878826 0.179 0.318 -0.175
H 4.024475 0.290949 -1.415985 0.233 -0.037 -0.127
H 4.345526 1.074609 -0.029767 0.118 -0.101 -0.024
C -3.296103 0.200215 -0.652911 -0.258 -0.253 -0.565
C -1.986502 0.415883 0.011723 -0.054 0.188 0.626
C -1.304628 1.536792 0.181881 -0.472 -0.838 -0.327
N -1.504523 -0.820123 0.679474 0.651 -1.311 -0.120
H -3.704217 1.113397 -1.077252 0.052 0.120 0.214
H -3.220150 -0.498805 -1.492986 0.197 -0.025 0.034
H -4.030568 -0.246898 0.021055 0.005 0.192 0.145
H -0.386603 1.518999 0.744319 0.151 0.379 0.028
H -1.715501 2.421629 -0.279309 0.322 0.245 0.139
H -1.796324 -1.644729 0.143593 -0.145 0.155 -0.077
H -1.880807 -0.993784 1.615417 -0.173 0.436 0.011
H -0.458876 -0.983914 0.761396 -0.066 0.600 0.008
```
Forces are in eV/Å.

For the energy above the lowest of the compared OMol25 structures with the same formula, charge and spin, the calculation gives 2.012 eV. As for the frontier orbital gap: 10.04 eV. The calculation puts the LUMO energy at -3.128 eV. The net charge is +1. The total energy is -10416.1840 eV. As for the max |F|: 0.029 hartree/bohr.

Partial charges, Mulliken, in e: -0.67 -0.01 -0.19 -0.66 0.41 0.30 0.26 0.24 0.25 -1.32 0.78 -0.96 -0.15 0.37 0.36 0.36 0.31 0.28 0.46 0.43 0.14

# 4
The ion C5H13N2O with charge +1, computed with ωB97M-V with the def2-TZVPD basis set.

Structure (XYZ):
```
21
Properties=species:S:1:pos:R:3:forces:R:3
C 0.749986 -0.446889 2.072204 -0.130 0.477 -0.091
C 0.245433 -0.995945 0.748217 0.035 0.215 0.005
N -0.869015 -1.969654 1.006448 0.322 -0.491 0.466
C -0.431869 0.063733 -0.155639 -0.356 -0.224 -0.494
O -1.660162 -0.013041 -0.241707 0.014 0.017 0.121
N 0.311315 0.909986 -0.863717 0.250 -0.359 0.246
C -0.318974 1.744252 -1.872672 -0.373 0.579 0.020
C 1.757120 0.814694 -0.908448 0.665 -0.099 -0.033
H 1.198141 -1.203150 2.716356 -0.118 -0.058 -0.070
H -0.076593 0.063989 2.577297 0.071 -0.186 0.121
H 1.493037 0.322834 1.893468 0.137 -0.004 0.055
H 1.013428 -1.513077 0.180028 0.110 -0.096 0.057
H -1.134945 -1.960678 1.992655 -0.179 0.224 -0.086
H -0.599035 -2.934549 0.819048 -0.125 0.057 -0.353
H -1.663784 -1.605456 0.420865 -0.063 0.071 0.094
H -1.389662 1.590203 -1.849141 -0.067 -0.247 -0.141
H 0.085102 1.541582 -2.864541 0.005 -0.154 0.079
H -0.174014 2.798285 -1.645673 0.279 0.062 0.051
H 2.113405 0.068364 -1.625569 -0.217 0.102 -0.178
H 2.191916 0.539884 0.045169 -0.099 0.077 0.163
H 2.192253 1.774619 -1.178392 -0.159 0.038 -0.031
```
Forces are in eV/Å.

For the energy above the lowest of the compared OMol25 structures with the same formula, charge and spin, the calculation gives 0.651 eV. As for the frontier orbital gap: 10.44 eV. The calculation puts the LUMO energy at -3.234 eV. The net charge is +1. The total energy is -10417.5446 eV. As for the max |F|: 0.015 hartree/bohr.

Partial charges, Mulliken, in e: -1.43 -0.22 -0.20 0.80 -0.74 0.05 -1.01 -0.91 0.41 0.46 0.35 0.39 0.36 0.34 0.35 0.35 0.35 0.35 0.33 0.29 0.34

# 5
The ion C5H13N2O with charge +2 at a distorted geometry, computed with ωB97M-V with the def2-TZVPD basis set.

Structure (XYZ):
```
21
Properties=species:S:1:pos:R:3:forces:R:3
C 1.973620 0.308430 1.079417 2.149 1.086 -4.505
O 2.799659 1.143448 0.164669 -0.285 0.821 0.254
C 0.546743 0.358586 0.590154 -2.199 0.761 3.274
C 0.227062 -0.615900 -0.539926 1.236 -0.918 -2.354
C -1.218741 -1.014732 -0.587081 -0.412 3.402 1.378
C -1.670951 -2.303915 -0.544568 0.166 -0.792 0.421
N -2.153772 0.147798 -0.289572 0.281 -4.048 0.550
N 0.144910 1.795512 0.108787 -3.392 -1.843 2.584
H 2.375139 -0.666348 0.876917 -0.166 -0.920 0.714
H 2.360397 0.704063 1.986652 -0.871 0.128 1.275
H 2.699896 1.196503 -0.810271 -0.187 -0.947 0.831
H -0.116559 0.082463 1.579525 1.228 0.779 -2.623
H 0.985717 -1.446680 -0.408389 -1.384 0.310 -0.287
H 0.481864 -0.288998 -1.681317 -0.371 -0.142 2.370
H -2.587501 -2.656232 -0.216197 -2.624 0.604 0.659
H -1.189703 -3.235056 -0.626022 2.044 -0.651 -0.989
H -2.870341 -0.294652 0.376911 0.870 1.001 -1.226
H -2.710768 0.451349 -1.090415 0.173 0.246 -0.285
H 0.898665 2.382515 -0.014930 2.759 1.494 -1.012
H -0.518054 2.351290 0.715000 0.852 -0.993 0.032
H -0.457282 1.600555 -0.669346 0.133 0.621 -1.062
```
Forces are in eV/Å.

For the energy above the lowest of the compared OMol25 structures with the same formula, charge and spin, the calculation gives 4.245 eV. As for the frontier orbital gap (spin up / spin down): 9.19 / 5.29 eV. The calculation puts the LUMO energy (spin up / spin down) at -9.062 / -12.964 eV. The spin multiplicity is 2. The net charge is +2. The total energy is -10401.1267 eV. As for the max |F|: 0.099 hartree/bohr.

Partial charges, Mulliken, in e: -0.46 -0.57 0.05 -0.75 0.85 -0.91 -0.48 -0.23 0.28 0.35 0.32 0.31 0.46 0.38 0.33 0.35 0.35 0.34 0.35 0.38 0.30

# 6
A cluster of 2 separate species, C5H13N2O2S2 in total at a distorted geometry, computed with ωB97M-V with the def2-TZVPD basis set.

Structure (XYZ):
```
24
Properties=species:S:1:pos:R:3:forces:R:3
C 2.648698 0.329676 -0.760939 -1.067 0.377 -0.459
C 2.267286 1.208666 0.384845 1.419 1.328 2.260
C 1.325851 -0.370463 -1.044156 1.285 -2.089 -3.599
C 1.158804 0.565756 1.162227 -1.001 -2.557 0.690
C -0.255274 -1.367826 0.459205 0.860 -0.144 -0.775
N -2.487649 -0.176343 -0.168397 -1.290 0.133 -1.743
N 0.603327 -0.434128 0.112641 -1.705 -0.648 5.719
O -0.547535 -2.253216 -0.487869 0.050 0.342 0.806
O -0.628350 -1.563435 1.725672 0.390 0.478 -0.959
S -3.085659 0.376169 -1.624003 0.087 1.757 0.512
S -2.682791 0.765668 1.202723 0.332 0.928 0.411
H 2.882849 0.945576 -1.581977 0.187 0.780 -1.232
H 3.553205 -0.220015 -0.640087 0.188 -1.121 0.630
H 3.136237 1.491956 1.004519 -0.248 -0.727 0.101
H 1.942297 2.207356 0.172823 -0.464 0.429 -1.133
H 0.732383 0.146821 -1.745099 -0.468 1.445 -1.053
H 1.306478 -1.355837 -1.558859 0.770 0.257 0.624
H 1.339829 -0.027545 2.116792 0.399 0.709 -1.352
H 0.331117 1.191467 1.406097 -0.408 0.832 0.126
H -4.416351 0.978094 -1.650356 1.384 -1.013 0.631
H -0.979200 -3.015841 -0.080635 -0.165 -0.134 -0.132
H -1.589966 -1.678598 1.873142 0.304 0.218 -0.407
H -2.608582 1.722676 -1.821783 -0.346 -1.386 0.250
H -3.947015 0.533370 1.543473 -0.495 -0.197 0.083
```
Forces are in eV/Å.

For the energy above the lowest of the compared OMol25 structures with the same formula, charge and spin, the calculation gives 0.460 eV. As for the frontier orbital gap: 9.24 eV. The calculation puts the LUMO energy at -2.828 eV. The net charge is +1. The total energy is -34131.9839 eV. As for the max |F|: 0.117 hartree/bohr.

Partial charges, Mulliken, in e: -0.69 -0.56 -0.64 -0.57 0.44 -0.27 0.27 -0.40 -0.43 -0.07 -0.19 0.30 0.37 0.35 0.34 0.32 0.44 0.33 0.26 0.24 0.35 0.42 0.23 0.15